C39H44HfSb | ωB97M-V/def2-TZVPD

Structure (XYZ):
```
85
Properties=species:S:1:pos:R:3:lowdin_charge:R:1
C 0.03 1.58 2.21 -0.29
C 0.66 2.57 1.40 -0.26
C 2.05 2.25 1.30 -0.27
C 2.31 1.06 2.06 -0.33
C 1.03 0.60 2.61 -0.37
Hf 0.93 0.16 0.50 1.28
C 3.17 -0.87 -1.71 -0.42
C 2.05 -1.48 -0.88 -0.32
H 1.40 -2.20 -1.39 0.08
C 2.15 -1.75 0.52 -0.24
H 3.05 -1.66 1.14 0.04
H 1.47 -2.46 1.06 0.05
C 3.39 -1.52 -3.06 -0.06
H 2.49 -1.57 -3.67 0.08
H 4.14 -1.02 -3.65 0.08
H 3.73 -2.57 -3.05 0.10
C 4.41 -0.57 -0.95 -0.08
H 4.23 0.15 -0.17 0.05
H 4.90 -1.40 -0.45 0.10
H 5.17 -0.14 -1.58 0.08
C -0.01 3.80 0.88 -0.01
H -1.00 3.56 0.48 0.07
H -0.14 4.54 1.69 0.11
H 0.57 4.26 0.08 0.07
C 3.10 3.10 0.65 -0.01
H 2.74 3.50 -0.30 0.06
H 3.37 3.94 1.31 0.11
H 4.01 2.53 0.45 0.08
C 3.64 0.59 2.54 -0.03
H 4.44 0.92 1.88 0.07
H 3.83 1.00 3.54 0.10
H 3.68 -0.51 2.62 0.07
C 0.83 -0.48 3.61 -0.02
H 1.68 -1.16 3.62 0.09
H 0.70 -0.05 4.61 0.11
H -0.07 -1.08 3.38 0.05
C -1.36 1.67 2.73 -0.02
H -1.70 0.71 3.15 0.07
H -1.41 2.41 3.54 0.11
H -2.07 1.97 1.96 0.06
C 1.47 1.40 -1.29 -0.10
C 2.72 0.94 -2.00 -0.23
C 0.94 2.69 -2.08 -0.06
C 3.45 1.86 -2.81 -0.06
H 1.88 0.42 -3.09 0.32
C 1.79 3.57 -2.70 -0.13
H -0.04 3.14 -2.12 0.08
C 3.05 3.19 -2.97 -0.11
H 4.43 1.42 -3.19 0.14
H 1.57 4.61 -3.03 0.14
H 3.82 3.84 -3.29 0.11
C -4.34 -3.28 -3.88 -0.07
C -3.85 -1.98 -4.11 -0.08
C -3.07 -1.35 -3.13 -0.14
C -2.79 -2.00 -1.92 -0.33
C -3.30 -3.28 -1.69 -0.12
C -4.06 -3.93 -2.67 -0.07
Sb -1.62 -0.89 -0.41 1.52
C -3.10 0.63 0.02 -0.40
C -2.99 1.85 -0.65 -0.16
C -3.88 2.89 -0.35 -0.08
C -4.90 2.69 0.59 -0.07
C -5.04 1.44 1.22 -0.07
C -4.16 0.40 0.91 -0.13
C -1.49 -2.49 1.10 -0.38
C -1.99 -2.31 2.39 -0.16
C -1.84 -3.32 3.35 -0.07
C -1.20 -4.52 3.01 -0.06
C -0.71 -4.71 1.71 -0.06
C -0.86 -3.69 0.76 -0.16
H -4.95 -3.77 -4.64 0.11
H -4.06 -1.47 -5.05 0.11
H -2.70 -0.34 -3.31 0.09
H -3.10 -3.79 -0.74 0.09
H -4.44 -4.94 -2.48 0.11
H -2.22 2.01 -1.40 0.09
H -3.78 3.85 -0.86 0.11
H -5.60 3.49 0.82 0.11
H -5.84 1.27 1.94 0.11
H -4.28 -0.58 1.38 0.10
H -2.48 -1.37 2.67 0.08
H -2.22 -3.17 4.36 0.11
H -1.10 -5.31 3.75 0.11
H -0.21 -5.64 1.43 0.12
H -0.46 -3.84 -0.25 0.11
```

Computed properties:
Gap between HOMO and LUMO (alpha / beta) = 5.2 / 5.2 eV
Charge = +1
E_LUMO (alpha / beta) = -0.13227 / -0.13220 Ha
Energy = -48987.562 eV
Energy relative to the best compared isomer or geometry (same formula, charge and spin) = 5.889 eV
HOMO energy (alpha / beta) = -8.80 / -8.80 eV

---

C2F5P | ωB97M-V/def2-TZVPD

Structure (XYZ):
```
8
Properties=species:S:1:pos:R:3:lowdin_charge:R:1
C -0.44 1.26 -1.47 -0.89
C 0.57 -0.97 1.41 -0.39
F -1.72 1.45 -1.53 0.07
F -0.32 0.07 -2.12 -0.01
F -0.11 -1.03 2.58 0.11
F 1.62 -1.73 1.34 0.16
F -0.33 -1.11 0.41 0.08
P 0.72 2.07 -0.62 0.87
```

Computed properties:
Gap between HOMO and LUMO (alpha / beta) = 8.9 / 7.7 eV
E_LUMO (alpha / beta) = -0.02799 / -0.07134 Ha
Energy = -24945.621 eV
Energy relative to the best compared isomer or geometry (same formula, charge and spin) = 2.714 eV
HOMO energy (alpha / beta) = -9.62 / -9.62 eV